Entry 1:
44
Properties=species:S:1:pos:R:3:mulliken_charge:R:1 method="wB97M-V/def2-TZVPD" multiplicity=2 de_lowest_kj_mol=2.31 lumo_ev="3.706 / 3.706" homo_lumo_gap_ev="4.53 / 4.56" charge=-2
I -1.04412 -2.41582 1.26440 0.291
I 0.65925 -4.47569 -1.12953 -0.033
Se 0.98682 0.08335 6.44672 -0.724
Se -1.31866 1.50186 3.94660 -0.282
Se -1.87868 0.74907 1.78784 -0.433
Se -0.87088 -0.50042 5.16961 -0.192
V -0.06655 0.88467 -0.11806 -0.160
Cl -3.77484 3.36507 -5.79077 -0.294
O -1.56556 0.47088 -1.20339 -0.427
O 0.09176 2.59418 -0.81255 -0.619
N 1.53130 -0.05268 1.06394 0.170
C -2.11980 3.10534 -3.66593 -1.037
C 3.03051 -1.26520 -3.30336 -0.665
C 1.23690 0.06827 -1.54820 0.253
C -3.56987 1.22400 -4.10477 -0.635
C -2.02305 1.13379 -2.22235 0.367
C 3.20296 -1.73524 2.46174 -0.580
C -3.03938 0.56550 -3.02068 -0.562
C -0.52866 3.09837 -1.81314 -0.530
C -1.54086 2.44208 -2.55745 0.999
C -3.09420 2.50498 -4.40912 0.351
C 1.55710 -0.03430 2.39906 0.028
C -0.42009 -4.38850 0.71056 -0.886
C 2.26755 -0.76713 -1.07861 0.570
C 3.15136 -1.42382 -1.93269 -0.543
C 2.38883 -0.85046 3.14834 -0.479
C 3.19379 -1.74728 1.07621 -0.659
C 1.14866 0.20420 -2.94268 0.288
C 2.35791 -0.87753 0.38709 0.878
C 2.02411 -0.44440 -3.80463 -0.944
H -3.38706 -0.42302 -2.74897 0.408
H 0.86820 0.64116 2.89185 0.378
H 3.93804 -2.05837 -1.53783 0.218
H -4.33895 0.76794 -4.71325 0.383
H -1.28702 -5.02623 0.59016 0.374
H 0.24574 -4.77221 1.47368 0.329
H 3.71372 -1.77276 -3.97520 0.361
H -1.77503 4.09892 -3.92689 0.361
H -0.28128 4.13157 -2.06153 0.247
H 3.81681 -2.43826 0.52490 0.290
H 0.37337 0.82691 -3.37630 0.204
H 1.92146 -0.31379 -4.87782 0.386
H 2.33876 -0.79365 4.23004 0.156
H 3.84104 -2.42204 3.00647 0.395


Entry 2:
127
Properties=species:S:1:pos:R:3:mulliken_charge:R:1 method="wB97M-V/def2-TZVPD" de_lowest_kj_mol=46.92 lumo_ev=2.183 homo_lumo_gap_ev=6.63 charge=-1
Ge 1.38884 -0.87797 0.46398 -1.233
Ge -0.55977 0.80790 -0.91498 0.377
Zn -1.39847 0.63293 2.62785 -0.225
S 0.87083 -0.42366 2.48767 0.066
S -0.55269 -1.42063 -0.60273 0.013
S -1.39844 1.96789 0.71606 -0.680
S 1.69850 0.90860 -0.90683 0.034
Si -1.78199 -0.01035 4.89232 1.096
N -3.07915 2.81813 3.28842 -0.289
C 1.92222 -3.29394 -1.73556 0.922
C -2.82504 -1.61054 -3.19763 -0.876
C -1.18305 1.39951 6.01638 -1.186
C -5.26355 -2.54828 1.10144 -1.454
C -4.03486 -2.00304 -1.03357 -0.877
C 0.82231 0.87251 -5.22354 -1.715
C 4.33553 0.85038 4.34681 0.993
C 0.13966 -3.57931 -3.87235 0.554
C -0.04313 -4.29724 -2.69378 -0.621
C 1.35826 1.99205 -4.37091 0.952
C 3.22979 3.32561 -3.60425 0.991
C 3.89394 -4.18603 -0.58887 -0.018
C 1.01104 3.71340 -2.69957 1.853
C 2.12881 -2.57151 -2.90751 0.573
C 4.88244 -4.17115 0.37862 -1.208
C -0.83433 -3.72036 -5.01271 -1.590
C -5.47909 3.73374 3.75869 -0.296
C 4.45116 1.91030 5.41049 -1.584
C 0.14627 4.47080 -1.72545 -1.893
C 3.76399 -1.41876 3.71545 1.086
C 0.50853 2.68668 -3.49594 0.419
C 2.87548 -2.20042 0.36929 0.521
C -4.47616 2.19213 -0.27166 -1.356
C -3.55942 -0.36477 5.46791 -0.970
C 4.62493 1.12403 3.02353 -1.083
C -4.29417 0.72773 -0.57235 0.712
C -3.57049 0.27013 -1.67616 0.676
C 3.27527 -1.60722 -3.07513 -1.577
C -2.90108 1.21748 -2.61700 -0.325
C 2.70300 2.31724 -4.40833 -0.844
C -0.75912 -1.51410 5.40255 -0.805
C 2.90340 -3.20455 -0.61139 -0.617
C 4.04099 -1.11270 2.37375 0.059
C -1.52672 1.48660 -2.52513 -0.189
C -0.94387 2.33200 -3.47997 -0.491
C 4.48838 0.15867 2.02566 1.420
C 3.89489 -2.17834 1.33532 0.106
C 4.70459 3.62778 -3.63429 -1.457
C 2.37043 4.01764 -2.77214 -1.224
C -1.73399 2.90279 -4.47992 -0.192
C -4.69968 -1.57005 0.10433 0.412
C -6.05308 4.47606 2.55041 -0.946
C -4.13347 3.21752 3.50276 0.117
C 4.88369 -3.15981 1.32310 -0.259
C 0.83094 -4.16958 -1.62828 1.278
C 0.57892 -4.91700 -0.34551 -1.657
C -4.84056 -0.20349 0.30255 -0.981
C 3.91575 -0.43611 4.67704 -0.894
C -3.08939 2.63992 -4.55721 -1.006
C -3.66599 1.78983 -3.62753 -0.244
C 3.20584 -2.76263 4.09961 -1.674
C 4.80027 0.54551 0.60123 -1.937
C 1.22975 -2.73313 -3.96158 -0.726
C -3.47763 -1.10404 -1.93504 0.912
H -4.01640 -1.17054 4.88811 0.243
H 0.32396 5.54482 -1.81050 0.513
H -0.03526 1.19281 -5.81588 0.432
H -3.93695 -3.06685 -1.22329 0.274
H 0.38236 4.16893 -0.70186 0.195
H -1.82885 -3.37839 -4.71732 0.345
H 0.38458 -4.21725 0.47196 0.243
H -4.05417 2.82695 -1.04734 0.122
H -5.11033 -3.57626 0.77392 0.351
H -0.91383 4.28013 -1.88088 0.280
H 0.29607 -1.32769 5.18951 -0.044
H -5.36792 0.15326 1.18380 0.402
H -6.33506 -2.39137 1.24226 0.390
H -0.28814 -5.57002 -0.44375 0.467
H -4.18536 0.52502 5.35357 0.190
H 5.23278 1.66200 6.13240 0.331
H -0.22058 1.78300 5.66824 0.227
H -4.78149 -2.42899 2.07376 0.222
H -3.69145 3.08877 -5.33812 0.402
H 3.90797 -3.57444 3.89705 0.360
H -0.90144 -4.95539 -2.59618 0.328
H 4.95161 4.44756 -2.96013 0.362
H 3.99518 1.15952 0.18902 0.154
H 3.51325 2.00608 5.96041 0.312
H 3.77054 -1.76503 -4.03608 0.564
H -2.94053 -2.69226 -3.27670 0.445
H -5.42539 4.38985 4.62853 0.336
H -3.27628 -1.14293 -4.07663 0.299
H 5.65316 -4.93247 0.38905 0.400
H -1.88948 2.23350 6.01239 0.227
H 2.29614 -2.95793 3.52729 0.262
H 3.66199 -0.66569 5.70748 0.348
H 5.72001 1.13219 0.55762 0.603
H -3.96657 2.43936 0.66196 -0.052
H 1.39611 -2.17204 -4.87538 0.321
H -1.04134 -2.40545 4.83682 0.232
H 3.87996 -4.95708 -1.35096 0.487
H -0.51885 -3.13135 -5.87432 0.298
H -5.53895 2.42804 -0.16969 0.476
H -0.92467 -4.76262 -5.32596 0.433
H 5.28152 2.75321 -3.32590 0.293
H 1.44168 -5.51852 -0.05455 0.344
H 1.59275 0.50396 -5.90188 0.466
H -1.26212 3.56881 -5.19381 0.501
H 0.48750 0.04226 -4.59548 0.066
H -6.22508 3.79154 1.72196 0.144
H -3.57276 -0.65529 6.52346 0.329
H 2.76410 4.79894 -2.12938 0.295
H 2.95156 -2.78043 5.15924 0.421
H -1.75744 -1.39057 -3.22493 -0.083
H 5.67221 -3.10904 2.06554 0.521
H -1.05956 1.05699 7.04892 0.397
H 2.90163 -0.58043 -3.04604 -0.160
H 4.95010 2.12174 2.74402 0.298
H -4.72267 1.55167 -3.67804 0.458
H -0.87331 -1.72818 6.47032 0.437
H 4.68807 2.88020 4.97337 0.359
H 4.91364 -0.32287 -0.04610 0.307
H 3.36343 1.76249 -5.06849 0.320
H -5.36678 5.24981 2.20943 0.315
H 4.01682 -1.71157 -2.28482 0.272
H -7.00008 4.94315 2.81879 0.376
H -6.11374 2.88900 4.03166 0.239
H 5.03194 3.90056 -4.63987 0.359